Entry 1:
This record from the OMol25 dataset describes one molecule with the formula C5H11N. The level of theory is the ωB97M-V functional and the def2-TZVPD basis.

Each line ends with the Mulliken charge.
CARTESIAN COORDINATES (ANGSTROEM)
C 1.959 -0.195 -0.513  -0.81
N 0.889 0.663 -0.047  -0.34
C 0.378 0.472 1.295  -0.64
C -0.472 0.164 0.111  1.24
C -1.510 1.157 -0.374  -1.41
C -0.838 -1.286 -0.143  -1.47
H 1.902 -1.239 -0.169  0.29
H 1.964 -0.195 -1.608  0.27
H 2.913 0.218 -0.170  0.30
H 0.222 1.375 1.883  0.24
H 0.754 -0.381 1.866  0.29
H -2.527 0.787 -0.206  0.37
H -1.382 1.325 -1.449  0.26
H -1.404 2.123 0.128  0.37
H -1.673 -1.569 0.508  0.36
H -1.160 -1.441 -1.180  0.32
H -0.017 -1.976 0.067  0.38

Atoms 1-6, force components in eV/Å:
C 0.1268 -0.1265 -0.0528
N 0.0822 -0.0106 -0.0842
C -0.0130 0.0167 0.2759
C -0.1533 0.0040 -0.0982
C -0.0806 0.0248 0.0485
C 0.0426 -0.0573 -0.0217

## Properties
Structure (SMILES): CN1CC1(C)C
Highest occupied orbital energy: -0.32458 hartree
Net charge: 0
M: 85.15 g/mol
HOMO-LUMO gap: 9.905 eV
Relative energy (zero: lowest compared OMol25 entry of this formula, charge and spin): 26.87 kcal per mole


Entry 2:
This record from the OMol25 dataset describes a 2-piece molecular cluster, C5H14NO overall at a distorted geometry. The level of theory is the ωB97M-V functional and the def2-TZVPD basis.

Each line ends with the Mulliken charge.
CARTESIAN COORDINATES (ANGSTROEM)
C -1.897 -0.337 -2.712  -1.32
C -1.447 -0.958 -1.409  -0.24
C -0.178 -0.182 -0.756  -0.79
C 0.214 -0.746 0.565  -0.46
C 0.076 0.156 2.946  -0.10
N -0.418 0.039 1.721  -0.04
H -2.928 -0.634 -3.053  0.32
H -1.864 0.812 -2.764  0.33
H -1.180 -0.559 -3.455  0.37
H -2.311 -0.827 -0.760  0.31
H -1.222 -1.933 -1.800  0.30
H 0.727 -0.305 -1.454  0.30
H -0.544 0.833 -0.694  0.42
H -0.201 -1.830 0.685  0.32
H 1.237 -0.619 0.818  0.42
H -0.663 0.725 3.609  0.29
H 1.048 -0.409 3.255  0.28
H -1.335 0.348 1.505  0.28
H 4.595 1.429 1.255  0.31
H 4.343 2.925 1.228  0.31
O 3.949 2.071 1.270  -0.62

Atoms 1-6, force components in eV/Å:
C -0.9039 2.8482 -0.6318
C 0.7645 1.9582 -0.1794
C -0.7758 -1.7629 -2.6035
C -1.6529 -1.0960 1.9235
C -1.9052 -0.4475 -1.9631
N 2.5972 -1.4529 2.0527

## Properties
Highest occupied orbital energy: -0.53183 hartree
Net charge: +1
M: 104.17 g/mol
HOMO-LUMO gap: 9.242 eV
Relative energy (zero: lowest compared OMol25 entry of this formula, charge and spin): 66.02 kcal per mole


Entry 3:
This record from the OMol25 dataset describes a 4-piece molecular cluster, C19H36O15SSi overall. The level of theory is the ωB97M-V functional and the def2-TZVPD basis.

Each line ends with the Mulliken charge.
CARTESIAN COORDINATES (ANGSTROEM)
C -1.677 -1.877 0.690  -0.68
Si -0.615 -2.278 -0.778  0.67
C -0.896 -4.018 -1.398  -1.02
C -0.855 -1.011 -2.117  -0.91
O 1.034 -2.104 -0.329  -0.34
S 1.900 -3.169 0.505  0.77
O 1.004 -3.763 1.490  -0.61
O 2.836 -2.085 1.237  -0.38
C 2.218 -1.208 2.208  -0.21
O 2.893 0.001 2.216  -0.40
C 2.826 0.734 1.001  -0.47
O 1.736 1.602 0.972  -0.42
C 0.625 1.130 0.207  0.54
C -0.638 1.818 0.674  0.22
O -1.309 1.050 1.677  -0.65
H -1.600 -0.819 0.962  0.05
H -1.405 -2.480 1.559  0.28
H -2.727 -2.075 0.449  0.46
H 0.007 -4.634 -1.354  0.06
H -1.658 -4.519 -0.797  0.34
H -1.228 -4.005 -2.438  0.37
H -1.883 -0.642 -2.055  0.12
H -0.709 -1.432 -3.113  0.49
H -0.199 -0.143 -2.019  0.22
H 1.164 -1.090 1.939  0.27
H 2.313 -1.654 3.195  0.32
H 3.741 1.324 0.963  0.27
H 2.787 0.036 0.159  0.38
H 0.803 1.305 -0.862  0.43
H 0.507 0.054 0.360  -0.48
H -0.368 2.802 1.059  0.32
H -1.323 1.939 -0.166  -0.37
H -1.137 1.450 2.533  0.28
C 2.978 -8.950 1.091  -1.34
C 3.259 -7.965 -0.019  0.56
C 2.728 -6.555 0.164  -0.61
O 2.509 -6.135 -1.187  -0.21
C 2.286 -7.240 -1.940  0.56
O 1.897 -7.228 -3.062  -0.55
O 2.573 -8.354 -1.228  -0.38
H 2.829 -9.941 0.666  0.35
H 3.819 -9.000 1.781  0.34
H 2.083 -8.678 1.651  0.34
H 4.326 -7.929 -0.258  0.32
H 3.412 -5.865 0.648  0.34
H 1.768 -6.554 0.687  0.30
C -0.060 6.158 4.171  -1.36
C 0.172 6.459 2.710  0.46
C -0.704 7.524 2.074  -0.58
O -0.772 7.093 0.709  -0.35
C -0.571 5.757 0.683  0.54
O -0.723 5.065 -0.274  -0.44
O -0.174 5.316 1.894  -0.26
H 0.116 5.099 4.354  0.35
H 0.633 6.725 4.792  0.36
H -1.079 6.397 4.475  0.34
H 1.225 6.677 2.510  0.30
H -0.297 8.530 2.110  0.30
H -1.712 7.507 2.496  0.31
C -3.076 5.153 -3.603  -1.31
C -3.566 3.771 -3.241  0.42
C -2.989 3.158 -1.980  -0.42
O -3.050 1.755 -2.267  -0.27
C -2.996 1.603 -3.613  0.61
O -2.843 0.565 -4.170  -0.52
O -3.142 2.801 -4.224  -0.41
H -3.022 5.246 -4.687  0.36
H -3.766 5.911 -3.233  0.35
H -2.088 5.348 -3.186  0.29
H -4.659 3.727 -3.209  0.35
H -3.548 3.366 -1.071  0.35
H -1.945 3.446 -1.842  0.28

Atoms 1-6, force components in eV/Å:
C 0.0292 0.0590 0.0202
Si -0.2405 -0.0100 -0.0961
C 0.0433 -0.0997 0.0537
C -0.0581 -0.0227 0.0599
O 0.0777 -0.2991 0.0555
S -0.1341 0.0990 -0.2478

## Properties
Highest occupied orbital energy: -0.35807 hartree
Net charge: 0
M: 564.63 g/mol
HOMO-LUMO gap: 10.077 eV


Entry 4:
This record from the OMol25 dataset describes C14H32NO3P2SiTm as an isolated structure at a distorted geometry. The level of theory is the ωB97M-V functional and the def2-TZVPD basis.

Each line ends with the Löwdin spin population.
CARTESIAN COORDINATES (ANGSTROEM)
Tm 0.949 -0.531 0.153  2.01
P -1.527 -2.010 0.772  0.00
C -0.965 -2.652 -0.824  0.00
C -1.084 -1.655 -1.967  0.00
N -0.415 -0.465 -1.795  0.00
C -0.444 0.423 -2.810  0.00
C -1.225 0.246 -3.967  0.00
C -1.904 -0.964 -4.134  0.00
C -1.803 -1.922 -3.134  0.00
C 0.383 1.690 -2.622  0.00
P 1.809 1.621 -1.525  0.00
H -2.260 -2.916 -3.211  0.00
H -1.281 1.026 -4.716  0.00
H -2.500 -1.161 -5.025  0.00
H 0.809 2.032 -3.578  0.00
H -0.238 2.531 -2.267  0.00
H 0.391 -2.775 -0.637  0.00
H -1.398 -3.633 -1.058  0.00
H 3.723 -1.442 -0.585  0.00
O 1.466 -2.558 -0.227  0.00
H 2.118 -3.331 -0.142  0.00
H 2.166 0.447 -0.811  0.00
O 3.972 -0.688 -0.074  0.00
H 3.585 -0.707 0.872  0.00
C 3.168 1.196 -2.648  0.00
H 3.034 1.966 -3.416  0.00
H 4.135 1.284 -2.139  0.00
H 3.013 0.190 -3.063  0.00
C 2.089 3.252 -0.970  0.00
H 2.734 3.326 -0.090  0.00
H 2.571 3.746 -1.823  0.00
H 1.127 3.742 -0.787  0.00
C -3.312 -1.645 0.439  0.00
H -3.894 -2.586 0.426  0.00
H -3.707 -0.971 1.221  0.00
H -3.398 -1.138 -0.538  0.00
C -1.578 -3.560 1.757  0.00
H -1.572 -3.312 2.828  0.00
H -2.482 -4.145 1.533  0.00
H -0.681 -4.158 1.546  0.00
C -1.626 0.304 3.645  0.00
Si -0.143 1.356 3.096  0.00
C -0.847 3.051 2.631  0.00
C 1.099 1.556 4.497  0.00
O 0.646 0.638 1.846  0.00
H -1.864 0.572 4.686  0.00
H -1.414 -0.774 3.600  0.00
H -2.511 0.519 3.027  0.00
H -1.115 3.591 3.551  0.00
H -0.112 3.650 2.077  0.00
H -1.754 2.945 2.019  0.00
H 1.493 0.582 4.817  0.00
H 1.945 2.180 4.176  0.00
H 0.628 2.037 5.363  0.00

Atoms 1-6, force components in eV/Å:
Tm -3.7432 -2.1765 4.0659
P -0.4206 -0.1135 -0.5164
C 0.4542 0.4004 -1.8123
C 0.1042 -0.8407 1.6085
N 0.1055 -0.2969 -0.6764
C -0.6731 0.2868 -0.7993

## Properties
Highest occupied orbital energy (spin up / spin down): -0.51934 / -0.51943 hartree
2S+1: 3
Net charge: +2
M: 521.38 g/mol
HOMO-LUMO gap (spin up / spin down): 6.190 / 6.165 eV
Relative energy (zero: lowest compared OMol25 entry of this formula, charge and spin): 3.79 kcal per mole
Expectation value of S²: 2.00


Entry 5:
This record from the OMol25 dataset describes one molecule with the formula C10H14O4 at a distorted geometry. The level of theory is the ωB97M-V functional and the def2-TZVPD basis.

Each line ends with the Mulliken charge.
CARTESIAN COORDINATES (ANGSTROEM)
C 3.065 -0.519 1.313  -1.08
C 2.879 -1.165 -0.065  -0.77
C 1.480 -0.927 -0.621  -0.53
C 1.219 0.566 -0.941  -0.78
C -0.028 1.160 -0.376  0.72
C -1.314 0.788 -0.481  0.48
C -1.881 -0.472 -1.076  -0.40
O -3.240 -0.673 -0.802  -0.43
C -3.536 -0.918 0.563  -0.74
C -2.130 1.960 -0.023  -0.13
O -3.284 2.196 -0.129  -0.48
O -1.230 2.986 0.342  -0.34
C -0.048 2.310 0.578  0.24
O 0.637 2.439 1.540  -0.49
H 3.962 -0.906 1.796  0.37
H 2.222 -0.744 1.965  0.28
H 3.196 0.555 1.206  0.29
H 3.641 -0.755 -0.730  0.33
H 3.026 -2.243 0.012  0.37
H 0.753 -1.235 0.131  0.29
H 1.311 -1.515 -1.522  0.36
H 2.055 1.186 -0.620  0.45
H 1.160 0.721 -2.022  0.41
H -1.740 -0.526 -2.155  0.30
H -1.302 -1.297 -0.643  0.42
H -2.626 -1.097 1.141  0.32
H -4.080 -0.072 0.982  0.25
H -4.167 -1.803 0.635  0.27

Atoms 1-6, force components in eV/Å:
C 0.2336 -0.2997 -0.3072
C -0.1383 0.0171 0.3885
C -0.0233 0.5593 -0.0438
C 0.0347 0.0417 0.0257
C -0.1359 -0.4009 0.0240
C 0.2306 0.3900 -0.1592

## Properties
Structure (SMILES): CCCCC1=C(COC)C(=O)OC1=O
Highest occupied orbital energy: -0.37069 hartree
Net charge: 0
M: 198.22 g/mol
HOMO-LUMO gap: 9.718 eV
Relative energy (zero: lowest compared OMol25 entry of this formula, charge and spin): 14.97 kcal per mole


Entry 6:
This record from the OMol25 dataset describes C6H9Li2O7 as an isolated structure at a distorted geometry. The level of theory is the ωB97M-V functional and the def2-TZVPD basis.

Each line ends with the Löwdin spin population.
CARTESIAN COORDINATES (ANGSTROEM)
O 3.070 1.191 -0.089  0.00
C 2.546 0.060 0.115  0.00
O 2.077 -0.289 1.222  0.00
Li 2.183 1.552 1.872  0.00
O 2.485 -0.769 -0.939  0.00
C 1.676 -1.951 -0.838  0.00
C 0.242 -1.688 -1.231  0.03
H 1.747 -2.358 0.178  0.00
H 2.148 -2.666 -1.524  0.00
H -0.363 -2.594 -1.098  0.00
H 0.166 -1.398 -2.288  0.00
C -2.669 -0.075 0.932  0.09
C -1.688 0.751 0.174  0.61
O -0.878 1.495 0.998  0.13
C 0.012 2.378 0.457  0.02
O -0.065 2.664 -0.746  0.00
O 0.889 2.782 1.270  0.02
O -3.504 -0.726 -0.007  0.00
Li 1.877 2.634 -0.694  0.00
H -3.284 0.547 1.613  0.02
H -2.113 -0.795 1.559  0.01
H -2.006 1.235 -0.751  0.03
H -4.215 -1.173 0.458  0.00
H -0.334 -0.809 -0.642  0.02

Atoms 1-6, force components in eV/Å:
O -0.1601 0.9401 -0.2896
C -0.6100 -0.7607 0.4772
O 0.0883 0.2541 0.0232
Li -0.1241 -0.3102 -0.2871
O 0.1571 0.3038 -0.2458
C 0.1212 -0.2341 0.4983

## Properties
Highest occupied orbital energy (spin up / spin down): -0.27992 / -0.37629 hartree
2S+1: 2
Net charge: 0
M: 207.01 g/mol
HOMO-LUMO gap (spin up / spin down): 7.637 / 10.260 eV
Expectation value of S²: 0.75


Entry 7:
This record from the OMol25 dataset describes one molecule with the formula C6H7N at a distorted geometry. The level of theory is the ωB97M-V functional and the def2-TZVPD basis.

Each line ends with the Mulliken charge.
CARTESIAN COORDINATES (ANGSTROEM)
C 1.146 0.458 1.863  -0.90
C 0.356 0.732 0.570  -0.03
N 0.846 0.973 -0.541  -0.58
C 0.022 0.797 -1.694  -0.54
C -0.699 -0.302 -1.519  0.33
C -1.323 -1.543 -1.654  -0.59
C -0.841 -1.233 -0.482  0.01
H 0.901 1.028 2.737  0.32
H 2.209 0.775 1.823  0.28
H 0.943 -0.621 2.000  0.19
H -0.691 0.878 0.857  0.55
H -0.035 1.668 -2.360  0.35
H -2.015 -2.149 -2.199  0.35
H -0.820 -1.461 0.598  0.26

Atoms 1-6, force components in eV/Å:
C 0.9107 0.0979 -1.3303
C 0.4108 2.0032 3.6287
N 1.3364 0.3515 -1.1894
C -0.1657 1.4627 1.0378
C 0.3101 1.4379 -1.0729
C -1.4638 -1.0214 -0.4305

## Properties
Structure (SMILES): C/C=N/C=C1C=C1
Highest occupied orbital energy: -0.27212 hartree
Net charge: 0
M: 93.13 g/mol
HOMO-LUMO gap: 8.374 eV
Relative energy (zero: lowest compared OMol25 entry of this formula, charge and spin): 129.48 kcal per mole


Entry 8:
This record from the OMol25 dataset describes C15H27IN3ORu as an isolated structure. The level of theory is the ωB97M-V functional and the def2-TZVPD basis.

Each line ends with the Löwdin spin population.
CARTESIAN COORDINATES (ANGSTROEM)
Ru -1.310 -2.063 0.648  2.52
N -0.403 -2.167 2.638  0.05
C -0.748 -0.895 3.340  0.01
C -2.267 -0.736 3.451  0.01
N -2.937 -1.263 2.239  0.13
C -3.985 -0.449 1.574  0.01
C -3.620 -0.201 0.111  0.01
N -3.108 -1.459 -0.505  0.06
H 0.611 -2.263 2.608  0.01
H -0.723 -2.962 3.191  0.00
H -0.286 -0.861 4.327  0.00
H -0.323 -0.084 2.744  0.00
H -2.644 -1.252 4.335  0.00
H -2.503 0.320 3.575  0.00
H -3.353 -2.155 2.485  0.00
H -4.942 -0.968 1.639  0.00
H -4.108 0.505 2.086  0.00
H -4.480 0.184 -0.438  0.00
H -2.818 0.537 0.040  0.00
H -3.847 -2.161 -0.514  0.00
H -2.895 -1.292 -1.487  0.01
I -0.505 -4.127 -1.056  0.17
C -1.796 -4.005 0.618  -0.03
H -1.430 -4.650 1.414  0.00
H -2.810 -4.260 0.315  0.00
C 4.948 2.844 -3.408  -0.01
C 3.815 2.278 -2.621  0.01
C 3.543 0.924 -2.563  0.17
C 2.455 0.371 -1.818  0.21
C 2.281 -1.099 -1.863  0.04
C 1.593 1.234 -1.089  0.02
C 0.443 0.741 -0.333  0.00
O 0.126 -0.436 -0.181  0.02
C 1.848 2.616 -1.115  0.18
C 1.078 3.676 -0.416  0.04
C 2.956 3.106 -1.895  0.30
H 5.546 2.061 -3.867  0.00
H 5.593 3.446 -2.764  0.00
H 4.568 3.498 -4.195  0.00
H 4.172 0.227 -3.105  0.01
H 3.035 -1.568 -2.489  0.00
H 1.285 -1.347 -2.242  0.01
H 2.331 -1.521 -0.857  0.01
H -0.184 1.514 0.123  0.00
H 0.344 3.338 0.304  0.00
H 0.571 4.289 -1.171  0.02
H 1.773 4.352 0.089  0.01
H 3.112 4.179 -1.902  0.01

Atoms 1-6, force components in eV/Å:
Ru 0.2901 0.4422 -0.0660
N 0.0520 0.0111 0.1703
C -0.0293 0.0108 -0.0346
C 0.0669 0.0132 -0.0329
N -0.1220 -0.1751 0.0163
C 0.0680 0.0022 -0.0888

## Properties
Highest occupied orbital energy (spin up / spin down): -0.62473 / -0.68425 hartree
2S+1: 5
Net charge: +3
M: 493.38 g/mol
HOMO-LUMO gap (spin up / spin down): 7.046 / 5.887 eV
Expectation value of S²: 6.04


Q: Among the records above, which one has the lowest M?
A: C5H11N